1.
Below is 2 unconnected molecules or ions with the total composition C2H6OS2, with properties calculated with the ωB97M-V functional and the def2-TZVPD basis.

Calculated values
LUMO energy (alpha / beta): -0.58 / -0.58 eV
total energy: -25885.3026 eV
HOMO-LUMO gap (alpha / beta): 7.8 / 7.8 eV
ΔE to the lowest compared entry with this formula, charge and spin: 3.3939 eV

Element x y z (Å)
C  1.9333  -0.2310  -0.0096
C  0.5750  0.4115  -0.1100
O  -2.0838  -0.5340  0.5881
S  -2.7364  0.8611  -0.1545
S  -1.0210  -1.4984  -0.1535
H  2.3883  -0.3183  -0.9900
H  2.7266  0.1692  0.5913
H  1.6673  -1.2293  0.4839
H  0.5093  0.9957  -1.0370
H  0.0210  0.8570  0.6727
H  -3.9797  0.5164  0.1187

Atoms 1-6, force components in eV/Å:
C -1.1322 -2.0746 0.9717
C -0.1884 -1.6812 -1.8051
O -1.3429 0.9304 1.0278
S 0.7644 -0.7080 -0.0864
S 2.4099 2.4671 -1.0545
H -0.2582 -0.5165 -0.1840

2.
Below is 2 unconnected molecules or ions with the total composition C2H6OS2, with properties calculated with the ωB97M-V functional and the def2-TZVPD basis.

Calculated values
LUMO energy: 0.16 eV
total energy: -25887.8454 eV
HOMO-LUMO gap: 9.3 eV
ΔE to the lowest compared entry with this formula, charge and spin: 0.8511 eV

Element x y z (Å)
C  0.4717  -1.3737  0.8524
C  0.8569  0.1141  0.8928
O  1.9694  0.4148  0.3639
H  0.1032  -1.7902  -0.1031
H  1.3616  -1.9545  1.1577
H  -0.3354  -1.4855  1.6006
H  0.0032  0.7977  0.8228
S  -1.7915  1.8197  -0.8219
S  -0.3795  1.3370  -2.2756
H  -2.7716  0.8991  -1.1791
H  0.5119  1.2214  -1.3105

Atoms 1-6, force components in eV/Å:
C 0.0770 0.1691 2.0544
C 2.8131 -1.3312 -5.3665
O -3.1150 -0.1009 2.6040
H 0.2480 0.8858 0.1822
H -0.5091 0.1453 -0.1362
H 0.2902 -0.4468 -0.3013

3.
Below is a single C2H6OS2Si molecule, with properties calculated with the ωB97M-V functional and the def2-TZVPD basis.

Calculated values
LUMO energy: 0.23 eV
total energy: -33767.0630 eV
HOMO-LUMO gap: 9.6 eV
ΔE to the lowest compared entry with this formula, charge and spin: 0.0994 eV

Element x y z (Å)
C  1.6226  1.8099  -0.2967
C  0.3392  1.5539  -0.1458
O  -0.1439  0.1324  -0.0100
Si  -0.3313  -1.5654  -0.0627
S  -2.2565  -1.5385  -0.9813
S  -0.5147  -2.4043  1.9051
H  2.0664  2.8031  -0.2676
H  2.1835  0.9212  -0.3297
H  -0.5948  2.0540  -0.0177
H  0.7829  -2.0091  -0.9319
H  -2.3172  -0.3905  -1.6655
H  -0.8363  -1.3666  2.8038

Atoms 1-6, force components in eV/Å:
C -1.1234 0.7469 0.3699
C -1.0776 -3.9661 0.5581
O 1.1127 0.9641 -0.0109
Si -0.0250 4.4063 -0.2189
S -0.8855 -1.1813 0.0100
S 0.1562 0.1286 0.7743

4.
Below is a single C2H6OS2Si molecule, with properties calculated with the ωB97M-V functional and the def2-TZVPD basis.

Calculated values
LUMO energy: 0.59 eV
total energy: -33766.5252 eV
HOMO-LUMO gap: 9.4 eV
ΔE to the lowest compared entry with this formula, charge and spin: 0.6372 eV

Element x y z (Å)
C  2.3338  -0.4898  -0.5032
C  0.9903  -0.5648  -0.5952
Si  -0.1927  0.3685  0.5509
S  -0.0326  2.5336  0.2362
O  -1.7528  -0.2287  0.1430
S  -3.0673  -0.5632  1.0317
H  3.0063  -1.2585  -0.9219
H  2.8478  0.3738  -0.0075
H  0.5378  -1.2063  -1.3520
H  0.0398  0.0044  1.8725
H  -0.9492  2.3984  -0.6210
H  -3.7613  -1.3675  0.1665

Atoms 1-6, force components in eV/Å:
C -0.2041 0.4093 0.1718
C 0.3776 0.6016 0.0415
Si -0.9797 0.0298 -2.5758
S 1.5263 -0.6675 2.0774
O 1.9496 0.6685 -0.7258
S -0.9719 -0.2227 0.6502

5.
Below is 2 unconnected molecules or ions with the total composition C2H6OS3, with properties calculated with the ωB97M-V functional and the def2-TZVPD basis.

Calculated values
LUMO energy: 0.29 eV
total energy: -36721.7477 eV
HOMO-LUMO gap: 9.5 eV
ΔE to the lowest compared entry with this formula, charge and spin: 1.6430 eV

Element x y z (Å)
C  -0.0485  1.0585  0.0417
C  -0.3381  -0.2882  0.2501
O  1.2648  -1.3642  0.3288
S  0.5179  1.5451  -1.6545
S  -0.7636  -0.7202  1.9106
S  -1.5326  -1.2103  -0.7935
H  0.8146  1.4575  0.7241
H  -0.9317  1.5391  0.2204
H  0.8864  -2.1474  -0.1039
H  1.6143  0.8793  -1.7369
H  0.3990  -0.4807  2.5467
H  -1.8824  -0.2686  -1.7337

Atoms 1-6, force components in eV/Å:
C 5.5317 2.5303 -1.0397
C 1.5762 -6.3725 0.9191
O -2.5592 2.1069 -1.1045
S -2.0135 0.9659 0.0935
S -0.9840 0.0114 0.8743
S 0.3612 0.9155 0.0569

6.
Below is 2 unconnected molecules or ions with the total composition C2H6P2, with properties calculated with the ωB97M-V functional and the def2-TZVPD basis.

Calculated values
LUMO energy (alpha / beta): -1.13 / -1.26 eV
total energy: -20744.1282 eV
HOMO-LUMO gap (alpha / beta): 7.1 / 7.4 eV
ΔE to the lowest compared entry with this formula, charge and spin: 2.9650 eV

Element x y z (Å)
C  0.1311  -0.7267  -2.1116
C  0.6969  -0.7774  -0.9394
P  0.0205  -0.4952  0.6452
P  -1.0404  1.8919  3.1455
H  -0.9669  -0.5113  -2.1252
H  0.6070  -0.7558  -3.0569
H  1.7494  -1.0738  -0.8686
H  0.9646  -1.2628  1.1513
H  -1.6319  1.1574  2.2620
H  -0.5304  2.5538  1.8977

Atoms 1-6, force components in eV/Å:
C -3.1107 1.0655 -0.8848
C 2.2937 -0.6571 1.0362
P -2.2526 1.1361 -0.5426
P 2.1490 2.5946 0.5302
H 0.9266 -0.1382 -0.2624
H 0.5776 -0.4166 -0.6367

7.
Below is a single C2H6P2 molecule, with properties calculated with the ωB97M-V functional and the def2-TZVPD basis.

Calculated values
LUMO energy: -0.71 eV
total energy: -20747.0932 eV
HOMO-LUMO gap: 8.5 eV
ΔE to the lowest compared entry with this formula, charge and spin: 0.0000 eV

Element x y z (Å)
C  -0.4437  1.3132  -0.4418
C  0.7290  0.2907  -0.2172
P  -0.0279  -2.6074  0.1960
P  0.1927  -0.9250  1.3016
H  -1.3865  0.7802  -0.8386
H  -0.6557  1.5489  0.5768
H  -0.1681  2.2838  -0.9165
H  1.5742  0.8611  0.0240
H  0.8140  -0.3572  -1.0070
H  -0.6280  -3.1883  1.3226

Atoms 1-6, force components in eV/Å:
C -0.3866 -1.3813 0.1242
C -2.8209 0.3996 2.1848
P -0.0811 0.7374 0.3624
P 0.4430 0.9467 -1.9336
H 1.5529 1.1333 0.2353
H -0.7947 0.7603 0.7666

8.
Below is 2 unconnected molecules or ions with the total composition C2H6S, with properties calculated with the ωB97M-V functional and the def2-TZVPD basis.

Calculated values
LUMO energy: 0.90 eV
total energy: -13005.1132 eV
HOMO-LUMO gap: 10.6 eV
ΔE to the lowest compared entry with this formula, charge and spin: 1.2802 eV

Element x y z (Å)
C  0.3415  1.0433  -1.0190
C  0.6315  -0.2741  -1.2343
H  0.8568  1.9667  -1.3420
H  -0.4023  1.2089  -0.2953
H  1.2682  -0.5874  -2.0021
H  -0.0108  -1.0446  -0.7760
S  -1.0684  -1.2625  1.8259
H  -0.5865  -1.1532  3.1067
H  -1.0299  0.1029  1.7360

Atoms 1-6, force components in eV/Å:
C 1.3801 -1.8599 -0.1442
C -2.0051 2.3786 0.4519
H -0.1490 -1.0227 -0.3229
H -0.9818 0.4748 0.8375
H 1.2496 -0.4378 -0.7918
H 0.5721 0.5126 -0.1530

Q: The highest ΔE to the lowest compared entry with this formula, charge and spin belongs to which entry?
A: number 1

Q: The lowest ΔE to the lowest compared entry with this formula, charge and spin belongs to which entry?
A: number 7